No. 1
Density functional theory data (wB97M-V/def2-TZVPD) for a cluster of 8 separate species, C40H49IO25 in total at a distorted geometry.

Element x y z (Å)
1 C -2.164 -0.216 -2.098
2 C -3.154 1.026 -2.432
3 C -3.002 2.078 -1.201
4 C -2.041 3.324 -1.307
5 C -1.188 3.671 -2.619
6 C 0.238 2.921 -2.716
7 C 0.339 2.105 -4.124
8 I 0.630 1.701 -0.957
9 C -1.951 4.237 -0.031
10 C -2.792 3.972 1.262
11 C -2.612 4.981 2.515
12 C -1.109 4.704 3.074
13 C -1.048 4.399 4.647
14 C -1.606 2.970 5.077
15 O -2.164 2.874 6.207
16 O -1.574 1.799 4.270
17 C -3.764 2.774 1.328
18 C -3.847 1.805 0.082
19 C -4.857 0.554 0.210
20 O -4.621 -0.586 -0.263
21 C -6.199 0.875 1.050
22 C -6.133 1.768 2.168
23 C -4.709 2.422 2.569
24 O -4.415 2.595 3.778
25 H -1.224 -0.161 -2.767
26 H -1.791 -0.100 -1.019
27 H -2.705 -1.221 -2.167
28 H -4.260 0.699 -2.393
29 H -2.902 1.567 -3.403
30 H -1.005 4.814 -2.575
31 H -1.843 3.522 -3.561
32 H 1.035 3.754 -2.797
33 H 1.358 2.287 -4.624
34 H 0.262 0.975 -3.910
35 H -0.465 2.443 -4.872
36 H -1.241 5.144 -0.080
37 H -2.658 6.058 2.134
38 H -3.396 4.828 3.327
39 H -0.464 5.630 2.814
40 H -0.637 3.818 2.529
41 H -1.544 5.251 5.228
42 H 0.070 4.410 4.942
43 H -2.377 1.281 4.538
44 H -7.226 0.464 0.785
45 H -7.058 2.058 2.781
46 C -0.872 -2.349 4.572
47 C -2.137 -1.993 3.853
48 O -1.710 -1.004 2.927
49 C -0.380 -1.198 2.719
50 O 0.259 -0.643 1.868
51 O 0.131 -2.100 3.597
52 H -0.853 -3.392 4.892
53 H -0.688 -1.709 5.440
54 H -2.556 -2.839 3.299
55 H -2.900 -1.595 4.523
56 C 0.347 -2.933 -0.248
57 C 1.159 -4.174 -0.057
58 O 1.258 -4.699 -1.375
59 C 1.081 -3.661 -2.233
60 O 1.268 -3.724 -3.420
61 O 0.666 -2.543 -1.579
62 H 0.612 -2.148 0.460
63 H -0.730 -3.121 -0.184
64 H 2.165 -3.964 0.315
65 H 0.677 -4.889 0.611
66 C -2.213 -6.219 -3.953
67 C -2.352 -4.742 -3.745
68 O -2.970 -4.652 -2.469
69 C -2.680 -5.803 -1.802
70 O -2.904 -5.986 -0.640
71 O -2.099 -6.718 -2.627
72 H -1.332 -6.476 -4.542
73 H -3.097 -6.660 -4.423
74 H -1.384 -4.232 -3.705
75 H -2.970 -4.270 -4.510
76 C 5.198 -0.015 -0.926
77 C 3.926 0.339 -1.636
78 O 4.342 1.332 -2.563
79 C 5.673 1.144 -2.782
80 O 6.303 1.702 -3.634
81 O 6.194 0.240 -1.907
82 H 5.223 -1.058 -0.609
83 H 5.384 0.625 -0.058
84 H 3.506 -0.508 -2.188
85 H 3.166 0.733 -0.959
86 C 1.403 -1.878 -5.968
87 C 2.836 -1.543 -6.243
88 O 2.755 -0.260 -6.849
89 C 1.584 0.302 -6.441
90 O 1.281 1.446 -6.631
91 O 0.804 -0.601 -5.789
92 H 1.282 -2.493 -5.076
93 H 0.920 -2.379 -6.813
94 H 3.431 -1.465 -5.329
95 H 3.311 -2.260 -6.915
96 C 2.888 -7.123 3.202
97 C 4.323 -6.786 2.928
98 O 4.241 -5.500 2.328
99 C 3.070 -4.940 2.739
100 O 2.767 -3.796 2.554
101 O 2.290 -5.847 3.388
102 H 2.768 -7.742 4.092
103 H 2.406 -7.620 2.356
104 H 4.918 -6.712 3.843
105 H 4.797 -7.500 2.253
106 C 3.708 6.795 3.617
107 C 2.925 5.755 4.359
108 O 1.578 6.103 4.071
109 C 1.586 6.806 2.907
110 O 0.601 7.109 2.291
111 O 2.853 7.122 2.530
112 H 4.667 6.419 3.258
113 H 3.880 7.695 4.214
114 H 3.117 4.744 3.989
115 H 3.112 5.780 5.434

Its net charge is 0. Its SMILES is CCc1c(C[C@H](C)I)cc(CCCC(=O)O)c2c1C(=O)C=CC2=O.O=C1OCCO1.O=C1OCCO1.O=C1OCCO1.O=C1OCCO1.O=C1OCCO1.O=C1OCCO1.O=C1OCCO1. The calculation puts the HOMO-LUMO gap at 7.331 eV. Its spin multiplicity is 1. As for the lowest unoccupied orbital energy: -0.86 eV.

***

No. 2
Density functional theory data (wB97M-V/def2-TZVPD) for a structure of composition C40H50DyNO8P3S at a distorted geometry.

Element x y z (Å)
1 Dy -1.352 0.618 1.989
2 O -0.953 1.680 4.731
3 C -0.114 1.136 4.004
4 C 1.296 0.877 4.518
5 C 1.495 0.203 5.751
6 C 2.709 -0.393 6.023
7 C 3.739 -0.393 5.100
8 C 3.565 0.404 3.956
9 C 2.384 1.080 3.666
10 P 1.911 1.766 2.058
11 C 3.463 1.588 1.004
12 C 3.714 0.253 0.683
13 C 4.798 -0.172 -0.039
14 C 5.622 0.743 -0.615
15 C 5.271 2.093 -0.506
16 C 4.229 2.533 0.305
17 C 1.958 3.597 2.299
18 C 0.887 4.235 1.607
19 C 0.783 5.615 1.637
20 C 1.759 6.396 2.269
21 C 2.803 5.769 2.925
22 C 2.903 4.358 2.950
23 H 0.681 0.162 6.446
24 H 2.820 -0.968 6.953
25 H 4.683 -0.862 5.242
26 H 4.322 0.403 3.149
27 H 3.035 -0.486 1.147
28 H 4.984 -1.213 -0.087
29 H 6.422 0.472 -1.284
30 H 5.869 2.862 -1.015
31 H 3.976 3.561 0.392
32 H 0.158 3.611 1.124
33 H 0.011 6.066 1.030
34 H 1.696 7.488 2.271
35 H 3.531 6.357 3.433
36 H 3.821 3.942 3.404
37 O -1.090 1.780 0.031
38 S -2.325 2.664 0.317
39 O -3.534 2.173 -0.381
40 O -2.072 4.073 0.170
41 O -2.453 2.401 1.839
42 C -1.560 0.854 -5.769
43 C -0.960 1.215 -4.431
44 C 0.526 1.652 -4.698
45 C -1.702 2.461 -3.846
46 P -1.108 -0.056 -3.051
47 C -2.696 -0.873 -3.530
48 C -3.741 -0.686 -2.643
49 C -4.984 -1.301 -2.914
50 C -5.141 -2.171 -3.972
51 C -4.163 -2.279 -4.901
52 C -2.973 -1.576 -4.708
53 C 0.137 -1.431 -3.211
54 C 1.407 -0.917 -2.506
55 C 0.632 -2.039 -4.561
56 C -0.529 -2.617 -2.446
57 H -1.487 1.700 -6.417
58 H -2.653 0.698 -5.684
59 H -0.999 -0.012 -6.234
60 H 0.398 2.625 -5.202
61 H 1.100 0.983 -5.334
62 H 0.965 1.871 -3.775
63 H -1.775 3.220 -4.672
64 H -1.094 2.935 -3.009
65 H -2.725 2.201 -3.513
66 H -3.630 -0.015 -1.747
67 H -5.830 -1.292 -2.218
68 H -6.079 -2.661 -4.021
69 H -4.291 -2.771 -5.845
70 H -2.193 -1.738 -5.410
71 H 2.037 -0.250 -3.084
72 H 2.121 -1.726 -2.220
73 H 1.250 -0.346 -1.566
74 H 0.866 -1.263 -5.269
75 H -0.167 -2.665 -4.979
76 H 1.526 -2.599 -4.315
77 H -0.763 -2.332 -1.414
78 H 0.190 -3.454 -2.407
79 H -1.466 -2.881 -2.843
80 C -0.125 -3.959 1.375
81 P 0.622 -2.633 2.263
82 C 2.432 -3.009 2.468
83 C -0.179 -2.702 3.896
84 O 0.450 -1.289 1.669
85 H 0.065 -4.905 1.955
86 H 0.282 -4.014 0.358
87 H -1.241 -3.805 1.272
88 H 2.618 -3.982 2.951
89 H 2.881 -2.121 2.988
90 H 2.792 -3.032 1.415
91 H 0.475 -2.240 4.650
92 H -0.279 -3.790 4.190
93 H -1.128 -2.277 3.743
94 O -2.406 -0.987 0.691
95 C -3.178 -1.490 1.482
96 C -4.441 -2.318 1.081
97 C -4.816 -2.967 2.397
98 C -3.938 -2.203 3.479
99 O -3.990 -2.405 4.667
100 N -3.036 -1.372 2.810
101 H -4.179 -2.975 0.232
102 H -5.142 -1.583 0.718
103 H -4.515 -4.029 2.409
104 H -5.874 -2.845 2.712

Its net charge is -1. The calculation puts the HOMO-LUMO gap (spin up / spin down) at 6.840 / 6.833 eV. Its spin multiplicity is 6. As for the lowest unoccupied orbital energy (spin up / spin down): 2.11 / 2.11 eV.

***

No. 3
Density functional theory data (wB97M-V/def2-TZVPD) for a structure of composition C40H50N2NaO3PSSi2 at a distorted geometry.

Element x y z (Å)
1 Na 0.290 1.162 0.273
2 C 0.212 -1.789 5.681
3 C -0.172 -1.595 4.214
4 C -0.969 -0.305 4.027
5 C 1.048 -1.632 3.321
6 C 1.984 -0.598 3.350
7 C 3.066 -0.589 2.490
8 C 3.269 -1.620 1.575
9 C 4.433 -1.581 0.630
10 C 2.350 -2.657 1.558
11 C 1.257 -2.663 2.417
12 H -0.676 -1.775 6.317
13 H 0.869 -0.983 6.012
14 H 0.738 -2.733 5.839
15 H -0.808 -2.440 3.918
16 H -0.408 0.557 4.389
17 H -1.903 -0.352 4.593
18 H -1.208 -0.097 2.982
19 H 1.839 0.235 4.025
20 H 3.738 0.260 2.492
21 H 5.364 -1.864 1.132
22 H 4.563 -0.581 0.222
23 H 4.285 -2.270 -0.203
24 H 2.463 -3.459 0.836
25 H 0.532 -3.465 2.351
26 C 0.151 4.599 3.929
27 Si 0.544 3.884 2.210
28 C 0.852 5.373 1.077
29 C 2.247 3.100 2.462
30 N -0.534 2.742 1.624
31 C -1.856 2.912 1.314
32 C -2.524 4.132 1.474
33 C -3.861 4.340 1.128
34 C -4.582 3.297 0.588
35 C -3.954 2.057 0.423
36 C -2.630 1.790 0.785
37 N -2.046 0.549 0.649
38 Si -2.918 -0.866 0.403
39 C -3.728 -1.164 -1.305
40 C -1.788 -2.353 0.683
41 C -4.335 -1.141 1.639
42 H 0.970 5.235 4.276
43 H 0.025 3.783 4.642
44 H -0.767 5.187 3.940
45 H 1.599 6.046 1.505
46 H -0.062 5.939 0.895
47 H 1.220 5.024 0.112
48 H 3.003 3.872 2.620
49 H 2.581 2.494 1.621
50 H 2.234 2.459 3.345
51 H -1.966 4.967 1.880
52 H -4.314 5.316 1.275
53 H -5.618 3.422 0.288
54 H -4.532 1.252 -0.013
55 H -3.085 -0.836 -2.122
56 H -4.668 -0.620 -1.398
57 H -3.947 -2.227 -1.443
58 H -0.792 -2.213 0.269
59 H -2.209 -3.269 0.263
60 H -1.667 -2.503 1.758
61 H -5.132 -0.408 1.533
62 H -3.949 -1.065 2.656
63 H -4.764 -2.139 1.508
64 O 1.823 2.536 -1.872
65 S 2.765 1.540 -1.392
66 O 4.084 2.034 -1.051
67 O 2.170 0.669 -0.377
68 C 3.028 0.428 -2.792
69 C 4.090 0.774 -3.625
70 C 4.368 0.045 -4.771
71 C 3.576 -1.044 -5.096
72 C 2.522 -1.390 -4.268
73 C 2.228 -0.678 -3.103
74 P 0.744 -1.149 -2.075
75 C -0.511 -0.214 -3.062
76 C -0.953 -0.634 -4.316
77 C -1.903 0.090 -5.017
78 C -2.417 1.263 -4.475
79 C -1.964 1.709 -3.244
80 C -1.016 0.974 -2.546
81 C 0.432 -2.875 -2.592
82 C 1.471 -3.806 -2.563
83 C 1.225 -5.158 -2.737
84 C -0.073 -5.609 -2.927
85 C -1.117 -4.697 -2.927
86 C -0.869 -3.343 -2.757
87 H 4.695 1.620 -3.338
88 H 5.198 0.330 -5.407
89 H 3.768 -1.623 -5.992
90 H 1.907 -2.238 -4.539
91 H -0.559 -1.548 -4.745
92 H -2.243 -0.262 -5.984
93 H -3.172 1.825 -5.010
94 H -2.356 2.611 -2.796
95 H -0.714 1.367 -1.590
96 H 2.488 -3.469 -2.397
97 H 2.050 -5.860 -2.715
98 H -0.273 -6.666 -3.059
99 H -2.140 -5.035 -3.046
100 H -1.702 -2.652 -2.734

Its net charge is -2. The calculation puts the energy relative to the best compared isomer or geometry (same formula, charge and spin) at 0.00 kJ/mol. The calculation puts the HOMO-LUMO gap at 3.927 eV. Its spin multiplicity is 1. As for the lowest unoccupied orbital energy: 3.81 eV.

***

No. 4
Density functional theory data (wB97M-V/def2-TZVPD) for a structure of composition C40H50N6O3RbS3.

Element x y z (Å)
1 Rb 0.533 -0.046 -1.066
2 O -0.497 0.109 3.203
3 N 0.473 -0.573 3.759
4 C 0.856 -0.221 5.007
5 C 1.909 -0.813 5.653
6 C 2.603 -1.829 4.987
7 C 2.184 -2.217 3.743
8 C 1.069 -1.631 3.087
9 S 0.490 -2.137 1.579
10 H 0.265 0.577 5.431
11 H 2.176 -0.484 6.648
12 H 3.466 -2.298 5.445
13 H 2.692 -2.999 3.197
14 N 3.181 -0.411 0.517
15 C 4.441 -0.926 0.218
16 C 5.552 -0.585 0.991
17 C 6.809 -1.104 0.704
18 C 6.967 -1.980 -0.359
19 C 5.855 -2.313 -1.133
20 C 4.591 -1.796 -0.881
21 C 3.425 -2.134 -1.771
22 C 3.042 -3.478 -1.874
23 C 2.003 -3.855 -2.718
24 C 1.402 -2.876 -3.502
25 C 1.832 -1.552 -3.401
26 C 2.826 -1.086 -2.512
27 H 3.065 -0.139 1.482
28 H 2.446 -1.045 0.240
29 H 5.419 0.088 1.835
30 H 7.659 -0.822 1.315
31 H 7.941 -2.396 -0.590
32 H 5.970 -2.984 -1.978
33 H 3.546 -4.232 -1.272
34 H 1.667 -4.884 -2.762
35 H 0.600 -3.151 -4.183
36 H 1.370 -0.830 -4.080
37 C -0.917 0.220 -5.530
38 N -0.925 0.763 -4.190
39 C -0.868 2.071 -3.874
40 N -0.982 2.957 -4.940
41 O -0.688 2.477 -2.727
42 H -0.708 -0.845 -5.467
43 H -0.138 0.686 -6.136
44 H -1.882 0.336 -6.039
45 H -0.990 0.120 -3.396
46 H -1.560 2.672 -5.713
47 H -1.112 3.906 -4.635
48 O -1.575 -1.153 -2.183
49 S -2.431 -1.964 -3.160
50 C -4.075 -1.855 -2.692
51 C -5.047 -1.673 -3.720
52 C -6.388 -1.782 -3.441
53 C -6.836 -2.098 -2.130
54 C -5.876 -2.293 -1.121
55 C -4.525 -2.179 -1.368
56 C -2.042 -3.643 -2.754
57 C -1.620 -4.011 -1.481
58 C -1.398 -5.354 -1.197
59 C -1.583 -6.326 -2.171
60 C -2.000 -5.949 -3.447
61 C -2.234 -4.614 -3.738
62 H -4.712 -1.443 -4.728
63 H -7.111 -1.625 -4.235
64 H -7.893 -2.174 -1.910
65 H -6.206 -2.529 -0.113
66 H -3.806 -2.306 -0.567
67 H -1.421 -3.247 -0.738
68 H -1.058 -5.639 -0.208
69 H -1.382 -7.366 -1.948
70 H -2.142 -6.701 -4.215
71 H -2.565 -4.307 -4.726
72 C 0.446 4.439 5.216
73 C 1.822 3.772 5.312
74 C 2.623 3.771 4.005
75 C 2.253 2.667 3.016
76 N 0.848 2.576 2.649
77 C 0.248 3.383 1.758
78 S 1.010 4.730 1.081
79 N -1.035 3.011 1.453
80 C -1.739 3.482 0.252
81 C -2.362 4.872 0.367
82 C -3.559 4.996 1.315
83 C -3.215 4.916 2.806
84 H 0.001 4.563 6.208
85 H -0.242 3.854 4.605
86 H 0.532 5.427 4.755
87 H 1.706 2.740 5.662
88 H 2.407 4.295 6.074
89 H 3.684 3.626 4.235
90 H 2.524 4.738 3.512
91 H 2.499 1.707 3.475
92 H 2.859 2.777 2.114
93 H 0.398 1.675 2.841
94 H -1.277 2.077 1.758
95 H -2.529 2.758 0.051
96 H -1.051 3.466 -0.591
97 H -2.690 5.132 -0.646
98 H -1.589 5.585 0.648
99 H -4.299 4.225 1.069
100 H -4.042 5.960 1.123
101 H -2.837 3.930 3.077
102 H -4.093 5.126 3.423
103 H -2.435 5.641 3.058

Its net charge is -2. The calculation puts the energy relative to the best compared isomer or geometry (same formula, charge and spin) at 25.83 kJ/mol. The calculation puts the HOMO-LUMO gap (spin up / spin down) at 3.275 / 5.118 eV. Its spin multiplicity is 2. As for the lowest unoccupied orbital energy (spin up / spin down): 3.66 / 3.65 eV.